# 1
Below is 11 unconnected molecules or ions with the total composition C26H35FN10 at a distorted geometry, with properties calculated with the ωB97M-V functional and the def2-TZVPD basis.

Structure (XYZ):
```
72
Properties=species:S:1:pos:R:3:mulliken_charge:R:1
F 3.06 3.50 3.52 -0.3728
C 2.66 3.82 2.29 0.3018
C 2.31 5.13 2.00 -0.4086
C 1.99 5.51 0.70 -0.2954
C 2.04 4.57 -0.33 -0.6903
C 2.31 3.25 -0.01 -0.2992
C 2.67 2.88 1.29 -0.5450
H 2.27 5.83 2.83 0.4460
H 1.81 6.54 0.43 0.4127
H 1.95 4.81 -1.38 0.4611
H 2.32 2.49 -0.79 0.4703
H 3.02 1.87 1.46 0.5254
C -3.84 -0.05 1.55 0.1198
C -3.71 -0.22 3.00 0.1303
N -3.60 -0.36 4.13 -0.4889
H -4.80 -0.47 1.24 0.4217
H -3.06 -0.62 1.06 -0.4172
H -3.79 1.00 1.29 0.1478
C -0.95 3.32 -0.71 0.5024
C -2.38 2.98 -0.74 -0.0325
N -3.49 2.71 -0.76 -0.5452
H -0.62 3.70 0.25 -0.1684
H -0.84 4.07 -1.49 0.5242
H -0.42 2.39 -0.90 -0.3774
C 0.04 -3.47 2.28 -0.5387
C -1.40 -3.18 2.30 0.4067
N -2.53 -2.99 2.29 -0.4483
H 0.63 -2.87 2.98 0.2047
H 0.39 -3.24 1.27 -0.0206
H 0.18 -4.53 2.48 0.3950
C -4.30 -0.46 -2.82 -1.1930
C -2.88 -0.40 -2.56 0.4271
N -1.75 -0.36 -2.37 -0.2731
H -4.72 0.54 -2.97 0.3659
H -4.87 -0.92 -2.01 0.3097
H -4.52 -0.99 -3.75 0.3826
C -2.02 -2.95 -1.06 0.9627
C -3.06 -3.45 -1.97 -0.0647
N -3.89 -3.81 -2.68 -0.5382
H -2.49 -2.20 -0.43 -0.4924
H -1.26 -2.45 -1.65 -0.3702
H -1.60 -3.76 -0.47 0.4774
C -0.55 3.15 3.15 -1.0401
C -0.65 1.92 2.39 0.3837
N -0.70 0.95 1.78 -0.2334
H 0.22 3.09 3.91 0.3026
H -1.51 3.35 3.63 0.3625
H -0.31 4.01 2.51 0.2441
C 1.67 0.15 -4.07 -0.8065
C 0.98 1.39 -3.76 0.4616
N 0.41 2.36 -3.55 -0.4221
H 2.52 0.35 -4.71 0.4020
H 0.96 -0.51 -4.57 0.2590
H 2.06 -0.29 -3.15 0.1583
C 0.71 -5.11 -4.38 -0.9766
C 0.83 -4.04 -3.39 0.4177
N 0.92 -3.23 -2.59 -0.3607
H -0.32 -5.33 -4.63 0.2867
H 1.20 -6.00 -3.97 0.2889
H 1.28 -4.86 -5.27 0.2950
C 4.83 -2.05 3.55 -0.6031
C 3.64 -2.51 4.25 0.3951
N 2.70 -2.88 4.80 -0.4413
H 5.10 -2.77 2.78 0.2455
H 5.65 -1.87 4.24 0.3208
H 4.59 -1.12 3.02 0.1061
C 0.78 -0.76 -0.43 2.2306
C 1.91 -1.17 0.41 -0.0947
N 2.76 -1.51 1.09 -0.4483
H -0.12 -0.89 0.18 -0.5135
H 0.72 -1.27 -1.39 -0.2276
H 0.86 0.31 -0.58 -0.8078
```

Output
SMILES: Fc1ccccc1.CC#N.CC#N.CC#N.CC#N.CC#N.CC#N.CC#N.CC#N.CC#N.CC#N
Multiplicity: 1
E_HOMO: -9.761 eV

# 2
Below is a molecular structure, C26H35FN3S4Y at a distorted geometry, with properties calculated with the ωB97M-V functional and the def2-TZVPD basis.

Structure (XYZ):
```
70
Properties=species:S:1:pos:R:3:mulliken_charge:R:1
Y 0.20 -0.44 -0.49 0.4727
C 4.48 -0.44 -0.23 -0.9804
C 4.51 0.86 -1.01 -0.6061
S 3.14 0.95 -2.22 0.0470
C 3.01 2.75 -2.54 -0.6690
C 2.81 3.59 -1.29 -1.0466
S 1.63 2.75 -0.15 0.3124
C 1.95 3.83 1.31 -0.9132
C 1.03 3.38 2.42 -0.7600
S 0.34 1.65 2.06 0.0512
C 1.72 0.69 2.80 -0.6779
C 3.01 0.58 2.00 0.1914
S 2.98 -0.78 0.78 0.0264
H 4.52 -1.29 -0.92 0.4459
H 5.35 -0.49 0.43 0.4636
H 4.43 1.72 -0.36 0.2588
H 5.45 0.92 -1.57 0.4649
H 3.90 3.06 -3.09 0.4452
H 2.15 2.82 -3.19 0.2404
H 3.75 3.74 -0.75 0.4078
H 2.40 4.56 -1.55 0.5425
H 3.01 3.73 1.57 0.2805
H 1.76 4.86 1.00 0.5829
H 1.50 3.41 3.40 0.3307
H 0.13 3.99 2.45 0.3806
H 1.93 1.17 3.76 0.6821
H 1.29 -0.30 2.98 -0.0393
H 3.19 1.50 1.44 -0.6237
H 3.84 0.38 2.67 0.5623
N -1.91 -3.15 -0.08 0.4078
C -2.40 -4.36 -0.39 -0.3025
C -1.40 -5.04 -1.05 -0.8455
C -0.33 -4.14 -1.09 -0.6755
N -0.65 -3.00 -0.49 0.1275
H -2.34 -2.44 0.51 -0.0491
H -3.40 -4.66 -0.16 0.5093
H -1.43 -6.03 -1.45 0.4345
H 0.65 -4.28 -1.51 0.4560
C -0.02 -2.95 2.63 -1.4747
C -1.29 -2.16 2.80 1.7856
C -2.29 -2.62 3.64 -0.8340
C -3.47 -1.91 3.81 -0.7582
C -3.67 -0.75 3.07 -0.8483
C -2.71 -0.27 2.21 1.5662
C -2.97 0.96 1.38 -1.4774
C -1.45 -0.93 2.08 -1.0320
N -0.45 -0.42 1.36 -0.3176
H 0.62 -2.84 3.51 0.3849
H 0.53 -2.59 1.76 0.0213
H -0.24 -4.01 2.51 0.4534
H -2.14 -3.55 4.17 0.4458
H -4.22 -2.26 4.50 0.4015
H -4.60 -0.21 3.19 0.4138
H -4.04 1.13 1.25 0.4855
H -2.50 0.86 0.38 0.0703
H -2.54 1.84 1.86 0.2304
F -4.59 2.07 -4.86 -0.3453
C -3.53 1.41 -4.33 0.3720
C -2.30 2.05 -4.27 -0.6512
C -1.22 1.36 -3.74 -0.0578
C -1.33 0.05 -3.29 0.2674
C -0.16 -0.70 -2.78 -1.3987
C -2.60 -0.56 -3.36 -0.3443
C -3.69 0.11 -3.87 -0.7228
H -2.20 3.05 -4.64 0.4294
H -0.26 1.86 -3.70 0.3476
H 0.74 -0.36 -3.31 0.4415
H -0.29 -1.77 -3.00 0.4146
H -2.71 -1.58 -3.01 0.3576
H -4.65 -0.36 -3.94 0.4380
```

Output
Relative energy (zero: lowest compared OMol25 entry of this formula, charge and spin): 421.1 kJ/mol
Multiplicity: 1
E_HOMO: -6.096 eV

# 3
Below is a molecular structure, C26H35FN5O3PtS3, with properties calculated with the ωB97M-V functional and the def2-TZVPD basis.

Structure (XYZ):
```
74
Properties=species:S:1:pos:R:3:mulliken_charge:R:1
Pt 0.35 0.22 -2.05 1.1274
C -2.04 -4.69 3.41 -1.8162
C -1.73 -3.36 4.08 0.5096
C -0.87 -3.56 5.32 -0.9668
C -0.59 -2.23 6.00 -1.0741
C 0.06 -1.28 5.03 1.2054
C 0.90 -0.29 5.46 -0.7838
C 1.49 0.58 4.55 -0.0554
F 2.31 1.54 5.01 -0.3593
C 1.26 0.48 3.21 -1.1979
C 0.41 -0.53 2.74 0.5144
C 0.16 -0.61 1.29 0.7654
O 0.75 0.18 0.53 -0.9887
C -0.76 -1.62 0.89 0.9158
C -1.27 -2.46 1.84 -0.5345
N -1.03 -2.41 3.15 0.2657
C -0.19 -1.41 3.64 -0.8717
C -1.25 -1.93 -0.52 -0.3410
O -1.72 -3.04 -0.72 -0.7294
O -1.28 -0.98 -1.42 -0.6670
H -2.38 -5.38 4.18 0.4380
H -1.14 -5.11 2.95 0.3889
H -2.82 -4.62 2.66 0.5286
H -2.66 -2.87 4.38 0.1261
H 0.06 -4.05 5.04 0.3328
H -1.41 -4.23 5.99 0.3834
H 0.05 -2.36 6.87 0.4629
H -1.53 -1.80 6.36 0.3362
H 1.12 -0.17 6.52 0.5312
H 1.72 1.16 2.50 0.7420
H -1.93 -3.25 1.50 0.7291
C 1.87 -1.94 -4.04 -0.7924
C 0.99 -1.09 -4.93 -0.9600
S 0.81 0.65 -4.46 0.0141
C 2.46 1.35 -4.57 -0.9336
C 3.47 1.03 -3.46 -0.6961
S 2.83 1.30 -1.79 -0.0417
C 3.42 -0.16 -0.90 -0.2429
C 3.15 -1.51 -1.55 -0.9764
S 1.48 -1.73 -2.26 0.0068
H 2.92 -1.72 -4.19 0.4101
H 1.71 -2.99 -4.27 0.5411
H -0.04 -1.45 -4.94 0.3958
H 1.36 -1.13 -5.96 0.5550
H 2.28 2.42 -4.60 0.4360
H 2.89 1.07 -5.54 0.5468
H 4.33 1.68 -3.61 0.5835
H 3.82 0.01 -3.53 0.1900
H 2.89 -0.08 0.05 -0.1879
H 4.49 -0.07 -0.72 0.6326
H 3.26 -2.29 -0.79 0.5755
H 3.87 -1.74 -2.34 0.5388
C -1.76 1.71 -0.51 -0.3112
N -2.59 2.86 -0.27 0.1839
C -1.74 4.03 -0.05 -0.6332
N -0.88 4.29 -1.21 0.1452
C -0.05 3.14 -1.45 -0.3517
N -0.86 1.90 -1.71 0.3392
C -1.77 2.20 -2.88 -0.5213
N -2.60 3.35 -2.63 0.0535
C -3.43 3.11 -1.45 -0.6196
C -1.75 4.51 -2.38 -0.7360
H -2.36 0.82 -0.70 0.1796
H -1.11 1.53 0.35 -0.0303
H -1.11 3.85 0.82 0.3313
H -2.36 4.90 0.14 0.3503
H 0.58 2.94 -0.58 0.1085
H 0.58 3.32 -2.33 0.1217
H -2.38 1.31 -3.05 0.1970
H -1.15 2.39 -3.75 0.3326
H -4.06 2.24 -1.62 0.3561
H -4.06 3.97 -1.27 0.3336
H -2.37 5.38 -2.20 0.3238
H -1.12 4.70 -3.26 0.3348
```

Output
Net charge: +1
Relative energy (zero: lowest compared OMol25 entry of this formula, charge and spin): 79.2 kJ/mol
Multiplicity: 1
E_HOMO: -10.053 eV

What did we get for Kohn-Sham gap? Answer: 0.3668 0.2273 0.2672 hartree, in the order shown.
What did we get for electronic energy? Answer: -1659.06992 -2906.87648 -2924.83813 hartree, in the order shown.